{
  "formula": "C22H48FO8S",
  "method": "ωB97M-V/def2-TZVPD",
  "total_energy_ha": -1966.58095,
  "charge": 1,
  "gap_ha": 0.288,
  "largest_force_ev_per_a": 4.61,
  "homo_ev": -11.0,
  "elements": ["C", "C", "O", "O", "C", "C", "C", "C", "C", "C", "S", "C", "C", "F", "H", "H", "H", "H", "H", "H", "H", "H", "H", "H", "H", "H", "H", "H", "H", "H", "H", "H", "H", "H", "C", "O", "C", "C", "O", "C", "C", "O", "C", "H", "H", "H", "H", "H", "H", "H", "H", "H", "H", "H", "H", "H", "H", "C", "O", "C", "C", "O", "C", "C", "O", "C", "H", "H", "H", "H", "H", "H", "H", "H", "H", "H", "H", "H", "H", "H"],
  "positions_angstrom": [[-2.193910, -1.714259, 0.302286], [-3.045459, -0.864521, 1.201596], [-4.190455, -1.002392, 1.192323], [-2.430898, 0.011713, 2.034132], [-2.782191, 1.388195, 1.797956], [-1.652607, 2.220273, 1.109921], [-0.522151, 1.306979, 0.662839], [0.622877, 2.060838, -0.060764], [0.897534, 1.474418, -1.446452], [1.786679, 0.233672, -1.447580], [3.369092, 0.520972, -0.609260], [4.293944, -1.044376, -0.722044], [4.406510, -1.461638, -2.186597], [4.783086, -0.397651, -2.946708], [-1.855447, -1.163853, -0.572297], [-1.302715, -2.055876, 0.821578], [-2.771293, -2.550606, -0.055834], [-3.007655, 1.810000, 2.768235], [-3.699377, 1.443774, 1.229832], [-2.140151, 2.681743, 0.255473], [-1.305023, 3.031509, 1.737042], [-0.106618, 0.835842, 1.544195], [-0.936972, 0.590620, -0.033741], [1.496741, 2.025265, 0.584368], [0.378443, 3.108221, -0.190449], [-0.050064, 1.172132, -1.877044], [1.349457, 2.201662, -2.115658], [2.031788, 0.016898, -2.481476], [1.302289, -0.658345, -1.071575], [3.993261, 1.410791, -1.411363], [5.262655, -0.941533, -0.252397], [3.689990, -1.795184, -0.227225], [3.423147, -1.772919, -2.525788], [5.087102, -2.291670, -2.321410], [-4.689617, -1.564344, -3.914901], [-3.539178, -2.388369, -3.928706], [-3.835634, -3.777689, -3.981950], [-2.937080, -4.499051, -4.967884], [-3.152794, -4.186442, -6.333736], [-2.778297, -2.903847, -6.815886], [-1.287366, -2.627310, -6.844134], [-0.750804, -2.433825, -5.538400], [0.495320, -3.058575, -5.338664], [-5.113913, -1.517522, -2.906427], [-4.388341, -0.561447, -4.218215], [-5.447465, -1.917472, -4.620026], [-4.881462, -3.951935, -4.251586], [-3.665062, -4.194686, -2.981231], [-3.162935, -5.565068, -4.881024], [-1.884690, -4.389689, -4.699393], [-3.317845, -2.113652, -6.292644], [-3.125050, -2.882475, -7.851703], [-1.114886, -1.705695, -7.412189], [-0.780727, -3.454309, -7.352165], [0.506598, -4.075839, -5.742589], [0.667356, -3.119771, -4.262094], [1.303641, -2.474477, -5.795058], [4.816661, 2.597473, 5.942116], [3.509828, 2.134232, 6.209556], [2.875282, 2.796201, 7.295314], [1.431012, 3.139198, 6.989646], [1.235578, 4.143091, 6.002264], [1.531638, 3.844133, 4.649994], [0.623504, 2.819040, 3.997170], [0.868186, 1.508347, 4.478136], [-0.322156, 0.777310, 4.700857], [5.535588, 2.152182, 6.637419], [5.076041, 2.294846, 4.926790], [4.878271, 3.688867, 5.997033], [3.413212, 3.710152, 7.565769], [2.893350, 2.117266, 8.156215], [1.003797, 3.556649, 7.904520], [0.849333, 2.244542, 6.764317], [2.582465, 3.575681, 4.526623], [1.387687, 4.787203, 4.115082], [0.819242, 2.814615, 2.914840], [-0.420439, 3.106455, 4.166069], [-1.077402, 1.390586, 5.203507], [-0.088831, -0.068421, 5.347035], [-0.723222, 0.403149, 3.754218]],
  "forces_ev_per_angstrom": [[0.903, 0.033, 0.208], [2.943, -0.527, -0.385], [-4.614, -0.047, 0.028], [0.904, 0.578, -0.468], [0.254, 0.579, 0.691], [-0.859, -0.895, -0.118], [0.543, 1.172, -0.178], [-0.526, -0.226, -0.003], [0.539, 0.139, 0.703], [0.024, 0.181, -1.386], [-0.343, -0.068, 1.612], [0.005, 0.060, -1.508], [-0.721, -0.393, 0.442], [0.465, 0.570, -0.396], [-0.083, 0.207, -0.068], [0.137, -0.108, 0.085], [-0.195, -0.223, 0.044], [-0.025, 0.072, 0.261], [-0.226, -0.191, -0.222], [0.231, 0.202, -0.324], [0.147, -0.002, 0.299], [-0.092, -0.537, 0.033], [0.035, -0.445, 0.153], [0.295, 0.153, -0.058], [-0.117, 0.247, 0.041], [-0.123, -0.061, -0.327], [0.014, 0.189, -0.079], [0.104, -0.165, -0.206], [0.163, -0.131, 0.733], [-0.002, -0.528, -0.354], [0.049, 0.326, 0.306], [-0.113, 0.072, 0.505], [-0.133, -0.174, -0.194], [0.333, -0.087, 0.054], [0.162, 0.037, 0.173], [-0.211, -0.003, -0.284], [0.286, 0.123, 0.092], [0.075, -0.167, 0.050], [0.010, 0.023, -0.021], [-0.107, 0.039, 0.008], [-0.061, 0.165, 0.107], [-0.019, -0.302, 0.091], [-0.091, 0.211, -0.011], [-0.156, 0.015, -0.063], [0.056, -0.010, 0.058], [-0.020, -0.026, 0.037], [-0.005, 0.081, -0.038], [-0.090, -0.194, -0.053], [-0.063, 0.016, -0.062], [-0.005, 0.220, 0.067], [0.154, 0.046, 0.145], [0.040, -0.077, -0.006], [-0.038, -0.094, -0.181], [0.017, -0.003, 0.031], [0.053, 0.010, -0.019], [-0.017, 0.040, 0.005], [0.081, -0.120, -0.050], [-0.066, -0.197, 0.044], [-0.039, 0.361, -0.197], [-0.020, -0.246, -0.037], [-0.111, -0.074, 0.094], [-0.024, 0.011, -0.043], [0.118, 0.111, -0.020], [0.294, -0.156, 0.018], [-0.176, 0.160, 0.226], [0.104, -0.147, -0.093], [0.084, 0.120, -0.005], [-0.005, -0.076, 0.035], [0.017, 0.002, 0.048], [0.024, 0.011, -0.058], [-0.058, 0.149, 0.133], [0.038, 0.082, -0.031], [0.153, -0.101, -0.132], [-0.025, -0.231, 0.007], [-0.072, 0.009, 0.048], [-0.090, 0.255, -0.038], [0.007, 0.003, 0.000], [-0.019, -0.017, -0.025], [0.077, 0.000, -0.064], [-0.179, -0.031, 0.086]]
}